Entry 1:
{"formula": "CH14O5S2", "method": "ωB97M-V/def2-TZVPD", "smiles": "CSS.O.O.O.O.O", "relative_energy_kcal_mol": 45.30, "homo_lumo_gap_ev": 8.62, "e_tot_ev": -33171.01899, "homo_ev": -8.3, "elements": ["C", "S", "S", "H", "H", "H", "H", "H", "H", "O", "H", "H", "O", "H", "H", "O", "H", "H", "O", "H", "H", "O"], "coordinates": [[-1.25, 0.73, -1.55], [-2.30, 0.34, -3.21], [-2.63, -1.67, -3.21], [-1.17, -0.27, -1.16], [-0.18, 1.08, -1.77], [-1.82, 1.49, -1.06], [-3.54, -1.80, -4.19], [4.72, 1.42, 1.75], [3.46, 0.64, 1.83], [3.82, 1.33, 1.28], [-1.79, -3.02, -0.60], [-2.76, -1.90, -1.05], [-2.24, -2.19, -0.34], [1.90, 2.04, 0.55], [1.33, 1.89, 1.97], [1.10, 2.16, 1.09], [1.83, -1.50, 1.35], [1.16, -0.36, 2.36], [2.06, -0.82, 2.07], [-0.13, 0.71, 0.91], [-1.23, -0.20, 1.65], [-0.34, -0.12, 1.32]]}

=====

Entry 2:
{"formula": "CH14O6", "method": "ωB97M-V/def2-TZVPD", "smiles": "CO.O.O.O.O.O", "relative_energy_kcal_mol": 31.04, "homo_lumo_gap_ev": 10.87, "e_tot_ev": -13548.31498, "homo_ev": -10.3, "elements": ["C", "O", "H", "H", "H", "H", "H", "H", "O", "H", "H", "O", "H", "H", "O", "H", "H", "O", "H", "H", "O"], "coordinates": [[-0.87, 0.65, -1.40], [-1.01, 0.13, 0.01], [-1.95, 0.95, -1.78], [-0.63, -0.30, -1.92], [-0.01, 1.33, -1.39], [-1.01, 0.74, 0.77], [3.01, 2.47, -0.88], [2.18, 1.33, -0.32], [2.08, 2.29, -0.61], [1.31, -1.48, -0.17], [2.30, -1.76, -1.27], [2.01, -0.97, -0.66], [-0.85, -2.65, 1.57], [-0.24, -2.30, 2.99], [-0.05, -2.41, 2.10], [0.18, 3.31, 0.58], [0.38, 2.94, 2.06], [-0.31, 3.01, 1.37], [-2.85, -2.86, -0.22], [-1.73, -1.75, -0.48], [-1.93, -2.66, -0.35]]}

=====

Entry 3:
{"formula": "CH14O6", "method": "ωB97M-V/def2-TZVPD", "smiles": "CO.O.O.O.O.O", "relative_energy_kcal_mol": 29.87, "homo_lumo_gap_ev": 9.86, "e_tot_ev": -13548.36588, "homo_ev": -9.7, "elements": ["C", "O", "H", "H", "H", "H", "H", "H", "O", "H", "H", "O", "H", "H", "O", "H", "H", "O", "H", "H", "O"], "coordinates": [[-1.05, -2.39, 1.81], [-1.43, -2.24, 0.42], [0.03, -2.47, 1.88], [-1.63, -3.29, 2.00], [-1.58, -1.61, 2.35], [-0.80, -1.81, -0.16], [-2.88, 1.11, -0.55], [-1.95, 0.62, -1.70], [-2.84, 0.61, -1.36], [0.80, 2.99, -1.51], [0.57, 1.62, -2.07], [0.14, 2.29, -1.51], [3.92, 1.61, -0.85], [3.70, 0.51, 0.07], [3.19, 1.10, -0.50], [-0.36, 1.52, 0.72], [-1.04, 0.63, 1.65], [-0.18, 0.70, 1.20], [1.91, -0.49, -0.83], [0.51, -0.38, -0.14], [0.96, -0.62, -0.94]]}

=====

Entry 4:
{"formula": "CH14O7", "method": "ωB97M-V/def2-TZVPD", "smiles": "C=O.O.O.O.O.O.O", "relative_energy_kcal_mol": 21.90, "homo_lumo_gap_ev": 10.76, "e_tot_ev": -15595.28214, "homo_ev": -10.3, "elements": ["O", "C", "H", "H", "H", "H", "O", "H", "H", "O", "H", "H", "O", "H", "H", "O", "H", "H", "O", "H", "H", "O"], "coordinates": [[0.08, 0.97, -0.26], [-0.58, 0.25, -0.97], [-0.28, 0.03, -2.00], [-1.55, -0.07, -0.59], [-2.61, -0.41, 1.19], [-2.89, -1.29, 2.36], [-2.41, -1.33, 1.50], [6.31, 3.22, -2.88], [5.30, 2.60, -2.24], [5.73, 3.47, -2.16], [-3.89, -3.27, -0.58], [-2.69, -2.46, -0.12], [-3.06, -2.88, -0.90], [5.55, 0.70, 2.11], [4.50, -0.25, 1.95], [4.98, 0.18, 2.67], [-3.54, -1.32, -1.95], [-4.43, -0.08, -2.48], [-3.77, -0.36, -1.84], [0.35, 0.71, 3.00], [-0.63, 1.04, 1.68], [-0.47, 0.56, 2.50]]}

=====

Entry 5:
{"formula": "CH15NO5", "method": "ωB97M-V/def2-TZVPD", "smiles": "CN.O.O.O.O.O", "relative_energy_kcal_mol": 20.70, "homo_lumo_gap_ev": 10.78, "e_tot_ev": -13007.97332, "homo_ev": -10.4, "elements": ["C", "N", "H", "H", "H", "H", "H", "H", "H", "O", "H", "H", "O", "H", "H", "O", "H", "H", "O", "H", "H", "O"], "coordinates": [[1.76, -1.03, -1.16], [1.99, -2.34, -0.54], [2.68, -0.53, -1.46], [1.17, -0.37, -0.53], [1.24, -1.19, -2.11], [2.54, -2.90, -1.19], [2.61, -2.24, 0.26], [-6.42, -0.18, 0.41], [-6.24, 1.30, 0.24], [-6.88, 0.60, 0.07], [2.53, 3.58, 0.43], [3.25, 3.14, -0.90], [3.39, 3.51, -0.02], [-1.56, 0.01, 2.31], [-0.70, -0.49, 1.16], [-0.98, 0.31, 1.61], [0.05, -2.62, 0.05], [-1.46, -2.90, -0.28], [-0.84, -2.25, 0.04], [1.35, 1.96, 0.78], [-0.15, 2.08, 0.40], [0.68, 2.56, 0.43]]}

=====

Entry 6:
{"formula": "CH15NO6", "method": "ωB97M-V/def2-TZVPD", "smiles": "NCO.O.O.O.O.O", "relative_energy_kcal_mol": 42.83, "homo_lumo_gap_ev": 9.58, "e_tot_ev": -15054.76699, "homo_ev": -9.6, "elements": ["N", "C", "O", "H", "H", "H", "H", "H", "H", "H", "O", "H", "H", "O", "H", "H", "O", "H", "H", "O", "H", "H", "O"], "coordinates": [[0.94, 0.70, -1.87], [0.93, 1.70, -0.81], [-0.32, 1.63, -0.09], [1.86, 0.52, -2.23], [0.45, -0.15, -1.64], [1.69, 1.41, -0.05], [1.01, 2.72, -1.18], [-0.57, 0.75, 0.17], [-1.06, 2.85, 3.27], [-0.44, 3.39, 1.89], [-0.37, 3.37, 2.85], [2.66, -2.76, 1.05], [3.24, -3.85, 1.98], [3.50, -3.13, 1.37], [-0.98, -0.58, -3.50], [-2.45, -0.76, -3.43], [-1.63, -1.22, -3.22], [-2.16, -0.20, 1.84], [-0.92, -1.00, 1.91], [-1.37, -0.28, 2.39], [-1.56, -1.06, -0.67], [-1.13, -2.49, -0.12], [-1.30, -1.57, 0.11]]}

=====

Entry 7:
{"formula": "CH15NO6", "method": "ωB97M-V/def2-TZVPD", "smiles": "C=N.O.O.O.O.O.O", "relative_energy_kcal_mol": 46.13, "homo_lumo_gap_ev": 11.09, "e_tot_ev": -15054.62408, "homo_ev": -10.7, "elements": ["C", "N", "H", "H", "H", "H", "H", "O", "H", "H", "O", "H", "H", "O", "H", "H", "O", "H", "H", "O", "H", "H", "O"], "coordinates": [[2.17, -0.36, -1.13], [2.30, -0.68, 0.08], [1.26, 0.21, -1.34], [2.94, -0.34, -1.90], [3.18, -0.98, 0.47], [-0.50, -3.21, 1.58], [0.40, -1.95, 1.14], [-0.48, -2.31, 1.23], [-2.45, 0.86, 1.83], [-1.97, -0.44, 1.26], [-2.78, 0.08, 1.35], [0.46, 0.10, 2.64], [0.94, 0.05, 1.21], [0.42, 0.61, 1.83], [-3.15, 0.58, -1.17], [-1.64, 0.51, -0.76], [-2.24, 0.76, -1.46], [-0.84, -0.14, -2.76], [0.62, -0.73, -2.67], [-0.31, -0.95, -2.68], [0.56, 2.06, 0.80], [0.39, 3.56, 0.37], [0.73, 2.71, 0.10]]}

=====

Entry 8:
{"formula": "CH16F3NaO11S", "method": "ωB97M-V/def2-TZVPD", "relative_energy_kcal_mol": 0.00, "homo_lumo_gap_ev": 8.33, "e_tot_ev": -47224.77524, "homo_ev": -10.4, "elements": ["Na", "C", "F", "F", "F", "S", "O", "O", "O", "O", "H", "H", "O", "H", "H", "O", "H", "H", "O", "H", "H", "O", "H", "H", "O", "H", "H", "O", "H", "H", "O", "H", "H"], "coordinates": [[-0.07, 1.50, -4.20], [-1.08, -0.29, -0.44], [-1.75, 0.86, -0.40], [-1.17, -0.90, 0.73], [-1.62, -1.05, -1.39], [0.68, 0.01, -0.86], [1.16, 0.98, 0.09], [1.30, -1.29, -0.77], [0.62, 0.50, -2.23], [-3.01, 3.01, 1.49], [-3.52, 3.55, 2.10], [-3.27, 2.09, 1.67], [-4.84, -0.17, -2.05], [-4.91, 0.42, -1.30], [-4.25, -0.87, -1.76], [3.76, 2.40, -0.11], [4.17, 2.27, 0.75], [2.96, 1.85, -0.09], [-3.61, 0.28, 2.22], [-2.80, -0.25, 2.24], [-3.94, 0.26, 3.12], [1.19, -4.11, -1.42], [1.33, -3.15, -1.34], [1.19, -4.42, -0.51], [4.17, -1.36, -1.93], [3.81, -1.64, -1.09], [3.71, -1.90, -2.58], [1.01, 2.72, 2.32], [0.23, 3.16, 1.97], [1.11, 1.94, 1.75], [2.62, -2.50, 1.35], [2.18, -2.04, 0.61], [2.66, -1.85, 2.06]]}

=====

Entry 9:
{"formula": "CH16NO5", "method": "ωB97M-V/def2-TZVPD", "relative_energy_kcal_mol": 17.54, "charge": 1, "homo_lumo_gap_ev": 11.99, "e_tot_ev": -13018.92677, "homo_ev": -14.8, "elements": ["C", "N", "H", "H", "H", "H", "H", "H", "H", "H", "O", "H", "H", "O", "H", "H", "O", "H", "H", "O", "H", "H", "O"], "coordinates": [[-0.47, 2.33, -2.12], [0.09, 1.75, -0.86], [0.22, 2.65, -2.88], [-1.07, 1.58, -2.63], [-1.18, 3.11, -1.90], [0.41, 2.52, -0.26], [0.95, 1.19, -0.93], [-0.63, 1.12, -0.43], [-2.54, 0.62, 0.71], [-1.43, 0.22, 1.54], [-1.65, 0.95, 0.94], [1.49, -2.76, 0.95], [0.98, -1.54, 1.78], [1.07, -1.89, 0.87], [1.86, -0.95, -0.38], [2.64, -0.63, -1.72], [1.92, -0.35, -1.15], [-1.75, -1.62, -1.32], [-0.54, -1.24, -0.43], [-1.34, -0.89, -0.84], [-0.42, -2.26, 3.49], [1.02, -2.20, 4.06], [0.38, -1.73, 3.52]]}

=====

Entry 10:
{"formula": "CH16Na4O11", "method": "ωB97M-V/def2-TZVPD", "relative_energy_kcal_mol": 70.32, "charge": 2, "homo_lumo_gap_ev": 4.52, "e_tot_ev": -41470.54777, "homo_ev": -15.3, "elements": ["Na", "Na", "Na", "Na", "C", "O", "O", "O", "O", "H", "H", "O", "H", "H", "O", "H", "H", "O", "H", "H", "O", "H", "H", "O", "H", "H", "O", "H", "H", "O", "H", "H"], "coordinates": [[2.89, 6.78, 14.10], [2.43, 7.27, 9.97], [1.13, 2.88, 13.85], [0.71, 5.64, 11.96], [3.49, 4.94, 11.81], [4.36, 5.74, 12.23], [3.01, 4.13, 12.59], [2.98, 5.01, 10.67], [4.41, 5.23, 15.28], [4.10, 4.74, 14.52], [3.61, 5.37, 15.80], [4.79, 7.96, 10.57], [5.68, 8.23, 10.81], [4.61, 7.21, 11.13], [7.30, 5.21, 12.01], [7.51, 6.11, 11.76], [6.34, 5.20, 12.08], [2.70, 1.76, 11.24], [2.74, 2.64, 11.61], [2.04, 1.31, 11.77], [5.98, 7.61, 13.42], [5.39, 8.09, 14.01], [5.42, 6.94, 13.03], [2.43, 3.96, 8.07], [2.71, 4.28, 8.92], [2.45, 4.74, 7.50], [5.14, 3.32, 9.63], [5.97, 3.34, 10.10], [4.59, 3.95, 10.09], [5.56, 2.84, 13.33], [4.70, 2.83, 12.91], [5.80, 3.77, 13.36]]}

=====

Entry 11:
{"formula": "CH16O6", "method": "ωB97M-V/def2-TZVPD", "smiles": "C.O.O.O.O.O.O", "relative_energy_kcal_mol": 11.62, "homo_lumo_gap_ev": 11.50, "e_tot_ev": -13582.11158, "homo_ev": -11.1, "elements": ["C", "H", "H", "H", "H", "H", "H", "O", "H", "H", "O", "H", "H", "O", "H", "H", "O", "H", "H", "O", "H", "H", "O"], "coordinates": [[1.52, -1.42, 0.55], [1.93, -2.42, 0.54], [0.43, -1.44, 0.57], [1.85, -1.00, 1.51], [1.85, -0.82, -0.29], [-1.41, 0.29, -2.62], [-0.32, 0.62, -1.63], [-0.63, -0.10, -2.21], [-2.83, -0.51, 1.41], [-1.78, -0.78, 0.36], [-2.11, -0.09, 0.97], [-0.28, 0.07, 3.39], [-0.85, 0.63, 2.15], [-0.16, 0.81, 2.83], [3.65, 1.48, -1.05], [2.23, 1.44, -0.70], [2.86, 0.94, -1.22], [-1.16, -1.70, -1.47], [-2.21, -2.90, -1.57], [-1.78, -2.27, -0.96], [0.07, 2.96, 0.17], [0.70, 1.77, 0.88], [0.38, 2.05, -0.02]]}

=====

Entry 12:
{"formula": "CH18MnO12P", "method": "ωB97M-V/def2-TZVPD", "multiplicity": 7, "homo_lumo_gap_ev": [7.79, 7.28], "e_tot_ev": -66507.73271, "homo_ev": [-8.7, -9.4], "elements": ["O", "H", "H", "H", "Mn", "C", "O", "H", "H", "H", "P", "O", "O", "O", "O", "O", "H", "H", "O", "H", "H", "O", "H", "H", "O", "H", "H", "O", "H", "H", "O", "H", "H"], "coordinates": [[-17.85, -19.15, 9.12], [-16.92, -19.08, 9.37], [-18.38, -19.08, 9.91], [-18.06, -18.50, 8.44], [-19.47, -16.66, 6.04], [-20.66, -15.75, 8.85], [-20.95, -15.94, 7.48], [-19.63, -16.08, 8.90], [-20.82, -14.74, 9.23], [-21.15, -16.41, 9.57], [-16.93, -17.67, 6.09], [-16.01, -16.53, 6.36], [-16.07, -18.98, 5.80], [-17.78, -17.13, 4.91], [-18.03, -17.57, 7.09], [-23.00, -18.04, 7.67], [-22.14, -17.62, 7.61], [-23.44, -17.83, 6.85], [-22.73, -14.00, 5.93], [-22.22, -14.38, 6.65], [-23.18, -14.75, 5.53], [-20.82, -16.03, 4.48], [-20.70, -15.33, 3.85], [-21.77, -16.06, 4.63], [-19.59, -18.50, 11.06], [-19.79, -19.42, 11.26], [-20.40, -18.03, 11.25], [-20.99, -11.73, 8.51], [-20.42, -12.46, 8.29], [-21.79, -12.13, 8.84], [-21.58, -13.68, 12.41], [-20.64, -13.61, 12.29], [-21.90, -14.06, 11.58]]}